22
Properties=species:S:1:pos:R:3:mulliken_charge:R:1 method="wB97M-V/def2-TZVPD" e_above_lowest_kj_mol=0.0 smiles="O=c1nc2nc(Nc3nncs3)[nH]nc-2c(=O)[nH]1" total_charge=0 e_lumo_ev=-1.27 e_tot_ha=-1255.85745
O -2.16448 -1.61505 4.43898 -0.601
C -1.67193 -1.69405 3.32866 0.307
N -1.48701 -0.51346 2.66438 -0.639
C -0.83204 -0.54009 1.51405 0.533
N -0.69007 0.69103 0.89010 -0.457
C -0.08617 0.65834 -0.25401 0.516
N -0.06733 1.89926 -0.81743 -0.083
C 0.65338 2.22941 -1.95867 0.472
N 1.37861 1.40165 -2.68117 -0.060
N 2.08099 1.99114 -3.71436 -0.693
C 1.99825 3.30046 -3.66406 -0.071
S 0.87215 3.87486 -2.43831 -0.125
N 0.42965 -0.50929 -0.81708 0.307
N 0.32936 -1.77761 -0.25656 -1.019
C -0.31181 -1.78671 0.90337 0.485
C -0.55408 -2.99457 1.67116 0.381
O -0.14220 -4.06701 1.32804 -0.569
N -1.16931 -2.92422 2.90246 -0.096
H -0.39897 2.63916 -0.20183 0.300
H 2.54653 3.90406 -4.36750 0.441
H 0.92254 -0.40037 -1.69783 0.391
H -1.63607 -3.76692 3.22759 0.280

103
Properties=species:S:1:pos:R:3:mulliken_charge:R:1 method="wB97M-V/def2-TZVPD" e_above_lowest_kj_mol=17.4 total_charge=0 e_lumo_ev=0.21 e_tot_ha=-6394.66493
Ba 0.49379 -0.41339 -0.38698 1.033
C 5.63408 2.40076 1.80884 -0.895
N 4.42657 1.59967 1.91313 0.213
C 4.02281 0.94716 3.04292 -1.159
C 2.88847 0.26385 2.70436 -0.762
N 2.59530 0.48760 1.39408 0.927
C 3.52569 1.29471 0.93143 -0.331
P 3.72235 1.93324 -0.75810 -0.686
C 2.03589 2.56217 -1.04364 0.306
N 0.99502 2.49948 -0.22958 -0.303
C -0.00435 3.19663 -0.85556 -0.834
C 0.44145 3.68439 -2.04900 -0.207
N 1.74493 3.30117 -2.14962 0.354
C 2.56940 3.42783 -3.33545 -0.802
C 3.76906 0.37253 -1.71200 0.187
N 3.09641 -0.74240 -1.48291 0.157
C 3.46195 -1.62655 -2.45261 -0.836
C 4.37699 -1.04240 -3.28024 -0.465
N 4.57601 0.22217 -2.80252 0.353
C 5.44766 1.19895 -3.42874 -0.964
H 5.85127 2.82931 2.78428 0.347
H 5.48618 3.20586 1.09458 0.339
H 6.47862 1.79056 1.48936 0.286
H 4.56307 1.02028 3.97099 0.431
H 2.27372 -0.36371 3.32782 0.831
H -0.98300 3.30711 -0.41926 0.470
H -0.05853 4.22535 -2.83527 0.459
H 2.19848 4.25933 -3.92982 0.378
H 2.50257 2.50233 -3.91188 0.157
H 3.60002 3.63459 -3.04565 0.422
H 3.03995 -2.61674 -2.50409 0.450
H 4.88955 -1.40806 -4.15296 0.470
H 6.39383 0.72587 -3.68398 0.388
H 5.63823 2.01556 -2.73758 0.314
H 4.98654 1.59335 -4.33405 0.291
S -0.08723 -3.47360 -0.77083 -0.213
C 0.30437 -3.63267 0.88342 0.041
N 1.23472 -3.01607 1.56409 -0.240
C 1.31501 -3.48575 2.86425 -0.438
C 2.28663 -3.11210 3.79490 -0.586
C 2.30897 -3.71590 5.03969 -0.561
C 1.37904 -4.70098 5.37556 -0.684
C 0.41632 -5.09555 4.46096 -0.518
C 0.38706 -4.48497 3.21349 0.872
S -0.63912 -4.79919 1.85396 -0.254
H 3.03774 -2.39039 3.50235 0.643
H 3.07698 -3.44288 5.75366 0.521
H 1.41987 -5.17371 6.34903 0.427
H -0.29233 -5.87575 4.71093 0.422
S 0.62003 0.41117 -3.49605 -0.031
C -0.53421 1.56040 -4.15230 0.014
C -0.17519 2.38567 -5.22823 -0.805
C -1.04041 3.34344 -5.73082 -0.774
C -2.30973 3.49993 -5.18675 -0.800
C -2.70402 2.66243 -4.15097 -0.221
C -1.83903 1.70145 -3.64186 -0.168
As -2.29955 0.54053 -2.15927 0.891
C -4.09178 1.19559 -1.72583 -0.201
C -5.23998 0.79079 -2.40033 -0.063
C -6.48268 1.29182 -2.03463 -0.683
C -6.59057 2.20250 -0.99259 -0.469
C -5.45188 2.60927 -0.31093 -0.710
C -4.21175 2.10079 -0.67434 -0.355
C -2.77609 -1.10125 -3.08650 0.294
C -3.19591 -2.17577 -2.30780 -0.230
C -3.51294 -3.38874 -2.89951 -0.651
C -3.40165 -3.53571 -4.27503 -0.489
C -2.96906 -2.47177 -5.05334 -0.706
C -2.65340 -1.25586 -4.46187 -0.046
H 0.80651 2.25583 -5.66877 0.530
H -0.72508 3.96895 -6.55806 0.330
H -2.99034 4.24592 -5.57621 0.387
H -3.70096 2.76166 -3.73804 0.349
H -5.16362 0.07881 -3.21360 0.451
H -7.36956 0.97056 -2.56656 0.402
H -7.56001 2.59304 -0.71007 0.372
H -5.53067 3.31824 0.50422 0.399
H -3.32427 2.40992 -0.13111 0.248
H -3.25265 -2.07398 -1.22915 0.280
H -3.82140 -4.22473 -2.28519 0.419
H -3.63751 -4.48567 -4.73793 0.355
H -2.86712 -2.58972 -6.12493 0.403
H -2.30229 -0.43060 -5.06859 0.380
C 0.95594 -1.13589 7.43302 -1.527
C 0.09697 -1.12858 6.20057 0.899
C -0.79617 -2.16291 5.95450 -0.626
C -1.54282 -2.19915 4.78514 -0.796
C -1.40599 -1.17283 3.86956 0.679
C -0.51886 -0.12665 4.08828 -0.445
C 0.22495 -0.11141 5.25345 -0.826
S -2.32218 -1.23328 2.34643 0.283
C -3.52564 0.04608 2.71189 -1.074
O -1.42436 -0.59631 1.32187 -0.027
H 0.48979 -1.70214 8.23851 0.393
H 1.14971 -0.12390 7.78882 0.415
H 1.91814 -1.60458 7.21347 0.234
H -0.88540 -2.97082 6.66998 0.342
H -2.20134 -3.03378 4.57639 0.413
H -0.39328 0.64545 3.33788 0.365
H 0.92613 0.69729 5.42712 0.359
H -2.99926 0.96667 2.95989 0.313
H -4.14455 -0.28569 3.54516 0.442
H -4.13103 0.17845 1.81529 0.333

19
Properties=species:S:1:pos:R:3:mulliken_charge:R:1 method="wB97M-V/def2-TZVPD" e_above_lowest_kj_mol=179.9 smiles="C=CC[C@H](C=O)NC" total_charge=0 e_lumo_ev=1.01 e_tot_ha=-365.16296
C -2.93122 1.21187 0.71055 -0.788
C -1.93157 0.40003 0.42179 -0.165
C -0.77805 0.80155 -0.47613 -0.747
C 0.54193 0.16900 -0.02501 0.115
C 1.67365 0.86325 -0.76471 -0.223
O 2.24488 1.82313 -0.32231 -0.462
N 0.51281 -1.27192 -0.13540 -0.331
C 1.72598 -1.91273 0.38389 -0.880
H -2.97464 2.20536 0.27985 0.267
H -3.73745 0.89527 1.35319 0.266
H -1.77152 -0.57926 0.84842 0.347
H -0.65238 1.88036 -0.49598 0.403
H -0.98956 0.51649 -1.50838 0.322
H 0.68596 0.39011 1.03099 0.309
H 1.94629 0.46491 -1.76913 0.355
H 0.34258 -1.60432 -1.07817 0.260
H 2.60300 -1.71829 -0.24282 0.305
H 1.91804 -1.54952 1.39409 0.324
H 1.57126 -2.98530 0.39527 0.323

It is found that the Kohn-Sham gap values, taken in the order of the records, are 8.13; 6.81; 9.98 eV.